# 1
Entry from the Open Molecules 2025 dataset: C29H60InN3O5 as an isolated structure in a non-equilibrium geometry (ωB97M-V/def2-TZVPD).

## Properties
- Kohn-Sham gap: 1.08 eV
- DFT total energy: -1870.52683 a.u.
- F_max: 3.59 eV/Å
- Energy relative to the best compared isomer or geometry (same formula, charge and spin): 4.908 eV
- M: 645.63 g/mol

Structure (ORCA input):
```
! wB97M-V def2-TZVPD RIJCOSX def2/J DEFGRID3
* xyz 2 1
In 7.74 3.13 0.32
C 0.99 -0.42 -1.77
C 2.41 -0.08 -1.52
O 3.25 -0.23 -2.43
O 2.73 0.18 -0.34
H 0.44 -0.15 -0.87
H 1.01 -1.51 -1.85
H 0.69 0.16 -2.63
C -2.80 -11.66 1.58
C -2.27 -10.37 0.88
C -0.75 -10.68 0.40
C -0.17 -9.44 -0.38
C -1.02 -9.10 -1.60
C -2.53 -8.92 -1.20
N -3.09 -9.99 -0.26
O -4.48 -9.86 0.00
C -2.74 -7.44 -0.65
C -3.41 -9.06 -2.53
C -2.30 -9.27 2.02
H -2.21 -11.99 2.44
H -2.75 -12.56 0.97
H -3.85 -11.52 1.83
H -0.20 -11.16 1.21
H -0.86 -11.55 -0.24
H 0.85 -9.59 -0.74
H -0.17 -8.50 0.19
H -1.05 -9.99 -2.23
H -0.74 -8.19 -2.13
H -3.26 -6.88 -1.43
H -3.47 -7.35 0.16
H -1.83 -6.97 -0.28
H -2.78 -8.82 -3.39
H -3.73 -10.04 -2.87
H -4.30 -8.44 -2.63
H -2.03 -8.26 1.70
H -1.52 -9.58 2.72
H -3.27 -9.25 2.51
H -4.71 -10.79 -0.05
C -1.84 2.73 4.97
C -2.63 2.96 6.20
C -4.09 3.45 5.77
C -5.07 2.37 5.25
C -5.17 1.31 6.38
C -3.84 0.67 6.83
N -2.81 1.72 7.03
O -1.68 1.23 7.62
C -4.13 0.10 8.27
C -3.35 -0.51 6.01
C -1.90 4.00 7.05
H -1.95 3.49 4.19
H -2.36 1.95 4.43
H -0.85 2.26 5.01
H -4.63 4.08 6.48
H -4.13 4.21 4.99
H -4.59 1.98 4.35
H -6.03 2.85 5.06
H -5.83 0.50 6.05
H -5.77 1.72 7.19
H -3.33 -0.53 8.68
H -4.32 0.91 8.97
H -5.05 -0.49 8.26
H -3.20 -0.20 4.98
H -2.41 -0.85 6.44
H -4.00 -1.39 6.03
H -0.91 3.69 7.39
H -2.52 4.02 7.95
H -2.00 5.03 6.70
H -1.61 1.76 8.42
C 3.10 6.80 -4.22
C 3.85 7.34 -5.44
C 3.65 8.83 -5.41
C 4.45 9.65 -6.43
C 5.94 9.35 -6.09
C 6.26 7.76 -6.07
N 5.28 7.03 -5.21
O 5.70 5.72 -5.08
C 6.34 7.07 -7.50
C 7.73 7.59 -5.39
C 3.26 6.76 -6.74
H 2.05 7.07 -4.33
H 3.45 7.23 -3.28
H 2.97 5.72 -4.20
H 2.61 9.15 -5.43
H 3.91 9.22 -4.42
H 4.18 10.69 -6.26
H 4.29 9.54 -7.51
H 6.22 9.83 -5.15
H 6.47 9.85 -6.90
H 7.18 7.57 -7.98
H 6.50 5.99 -7.52
H 5.40 7.24 -8.02
H 8.30 8.42 -5.79
H 7.73 7.66 -4.30
H 8.34 6.88 -5.95
H 2.17 6.75 -6.64
H 3.52 5.70 -6.83
H 3.52 7.11 -7.74
H 5.78 5.60 -6.03
*
```



# 2
Entry from the Open Molecules 2025 dataset: a 6-piece molecular cluster, C29H61BCl2N4O10PS2 overall in a non-equilibrium geometry (ωB97M-V/def2-TZVPD).

## Properties
- Kohn-Sham gap: 5.98 eV
- DFT total energy: -4195.14969 a.u.
- F_max: 6.59 eV/Å
- M: 802.65 g/mol

Structure (ORCA input):
```
! wB97M-V def2-TZVPD RIJCOSX def2/J DEFGRID3
* xyz 1 1
C -2.57 1.20 -0.55
C -1.25 0.66 -0.35
C 0.09 1.51 0.07
C -0.40 2.98 0.50
C 0.72 4.12 0.61
C 1.02 1.42 -1.23
P -0.08 1.75 -2.79
C 1.16 1.86 -4.27
O -0.77 3.32 -2.73
C 2.03 0.20 -1.38
C 1.66 -1.02 -2.32
C 0.88 -2.29 -1.77
C 0.16 -3.05 -3.02
C -1.18 -3.73 -2.41
C -2.42 -2.67 -2.48
C -3.49 -2.96 -1.31
C -4.52 -1.75 -1.07
S -4.98 -0.84 -2.62
C -5.60 0.85 -2.17
N -6.09 1.91 -3.00
N -6.43 3.06 -2.34
C -6.18 2.78 -0.94
O -5.68 1.46 -0.87
C 2.63 -0.18 0.11
Cl 3.75 -1.64 -0.20
B 3.71 1.03 0.42
O 3.38 2.41 0.66
O 5.16 0.76 0.45
C 5.66 1.28 -0.84
N 1.58 -0.42 1.14
C 1.95 -1.25 2.33
C 3.03 -0.67 3.36
C 4.47 -1.45 3.34
S 5.61 -0.33 4.37
C 0.66 0.75 1.43
Cl -0.95 0.17 2.22
O 1.15 1.66 2.45
C 0.49 1.45 3.72
N 0.49 1.17 4.90
H -3.30 1.38 0.32
H -2.95 1.44 -1.61
H -1.16 -0.49 -0.49
H -0.94 2.90 1.52
H -1.19 3.44 -0.21
H 1.46 4.01 1.47
H 1.32 4.31 -0.36
H 0.15 5.11 0.81
H 1.67 2.38 -1.23
H 1.05 2.83 -4.86
H 1.10 0.90 -4.89
H 2.22 1.87 -3.79
H -0.38 3.90 -3.44
H 2.97 0.66 -1.89
H 1.11 -0.70 -3.29
H 2.66 -1.44 -2.75
H 1.63 -3.07 -1.34
H 0.08 -2.14 -0.98
H -0.15 -2.34 -3.86
H 0.84 -3.92 -3.38
H -0.99 -4.04 -1.31
H -1.54 -4.64 -3.03
H -3.01 -2.76 -3.48
H -2.05 -1.59 -2.36
H -4.12 -3.90 -1.51
H -2.87 -3.20 -0.35
H -5.50 -2.22 -0.66
H -4.18 -1.00 -0.26
H -6.35 3.52 -0.09
H 3.65 2.60 1.59
H 6.20 0.43 -1.42
H 4.84 1.71 -1.51
H 6.41 2.14 -0.65
H 0.90 -1.06 0.64
H 2.33 -2.31 2.05
H 1.04 -1.53 2.99
H 3.26 0.45 3.27
H 2.65 -0.82 4.44
H 4.95 -1.49 2.31
H 4.39 -2.50 3.85
H 5.31 0.94 3.84
C -2.66 -1.08 -5.93
O -1.55 -1.03 -5.04
H -2.96 -2.12 -6.06
H -3.49 -0.51 -5.51
H -2.37 -0.67 -6.90
H -1.30 -0.10 -4.95
C 3.57 -4.23 6.78
O 4.37 -4.31 5.60
H 2.78 -4.98 6.71
H 4.19 -4.43 7.66
H 3.12 -3.24 6.85
H 5.06 -3.64 5.69
C 0.95 -6.93 8.35
O 2.04 -6.15 8.83
H 0.95 -6.89 7.26
H 1.06 -7.96 8.68
H 0.01 -6.52 8.73
H 2.02 -6.20 9.79
C -3.73 3.02 -5.59
O -3.93 1.62 -5.45
H -2.95 3.19 -6.33
H -4.66 3.49 -5.92
H -3.42 3.44 -4.63
H -4.63 1.49 -4.79
C -2.64 6.89 1.65
O -1.85 5.71 1.57
H -2.71 7.34 0.66
H -3.64 6.63 2.01
H -2.17 7.60 2.34
H -1.80 5.33 2.46
*
```



# 3
Entry from the Open Molecules 2025 dataset: a 3-piece molecular cluster, C29H61BN8O8P2 overall in a non-equilibrium geometry (ωB97M-V/def2-TZVPD).

## Properties
- Kohn-Sham gap: 6.24 eV
- DFT total energy: -2888.44078 a.u.
- F_max: 8.65 eV/Å
- M: 722.62 g/mol

Structure (ORCA input):
```
! wB97M-V def2-TZVPD RIJCOSX def2/J DEFGRID3
* xyz 0 1
H -5.09 1.93 4.05
N -4.97 2.87 4.51
C -4.28 3.72 3.64
C -4.03 5.25 4.21
C -3.73 3.21 2.15
C -2.22 2.57 2.26
C -1.90 1.09 2.18
C -3.08 -0.02 1.93
B -3.68 -0.73 3.28
O -5.18 -0.86 3.35
O -2.90 -1.28 4.41
C -0.28 0.69 2.33
O 0.16 -0.34 3.04
C 0.72 1.75 1.51
C 1.99 1.07 0.73
C 3.36 1.57 1.55
O 3.60 0.77 2.76
C 5.01 0.90 3.19
C 5.41 -0.56 3.88
C 0.40 3.24 1.53
N 1.24 4.23 0.77
C 0.77 5.66 0.92
C 1.15 3.99 -0.76
C -0.14 3.32 -1.52
O 2.27 4.33 -1.44
C -0.93 3.61 2.46
O -1.00 4.59 3.36
H -3.74 5.97 3.30
H -4.91 5.67 4.87
H -3.07 5.19 4.90
H -4.54 2.50 1.69
H -3.68 4.18 1.45
H -2.59 -0.87 1.25
H -3.99 0.40 1.29
H -5.58 -0.48 2.49
H -2.79 -0.56 5.10
H 1.94 -0.11 0.87
H 2.06 1.35 -0.42
H 3.17 2.69 1.88
H 4.27 1.57 0.81
H 5.77 1.04 2.30
H 5.19 1.74 3.99
H 6.54 -0.48 4.21
H 5.25 -1.45 3.14
H 4.75 -0.76 4.85
H -0.41 5.76 0.77
H 1.15 6.20 1.89
H 1.24 6.26 0.00
H -0.07 2.16 -1.39
H -0.05 3.59 -2.68
H -1.12 3.81 -1.10
C 4.56 -6.96 -0.73
N 5.29 -5.76 -1.08
C 5.99 -5.92 -2.35
P 5.26 -4.23 -0.40
O 4.16 -3.74 -1.38
N 4.25 -4.02 0.98
C 3.84 -5.02 1.95
C 3.13 -3.07 0.84
N 6.53 -4.79 0.72
C 7.78 -4.10 0.38
C 6.86 -6.14 1.13
H 5.26 -7.80 -0.64
H 3.81 -7.23 -1.48
H 4.05 -6.90 0.23
H 7.05 -6.12 -2.17
H 5.91 -5.02 -2.96
H 5.59 -6.75 -2.96
H 3.12 -5.73 1.54
H 3.34 -4.55 2.81
H 4.67 -5.55 2.41
H 2.30 -3.53 0.29
H 3.45 -2.17 0.31
H 2.75 -2.74 1.81
H 8.20 -4.50 -0.56
H 8.53 -4.21 1.17
H 7.61 -3.03 0.25
H 7.37 -6.71 0.36
H 5.99 -6.73 1.46
H 7.52 -6.11 2.01
C -6.34 2.63 -4.60
N -5.09 2.63 -3.89
C -4.42 3.92 -3.98
P -4.42 1.49 -2.85
O -5.03 2.18 -1.60
N -5.34 0.06 -2.61
C -6.30 -0.57 -3.51
C -5.82 -0.19 -1.23
N -3.73 0.70 -4.28
C -2.27 0.88 -4.26
C -4.16 0.76 -5.67
H -6.16 2.87 -5.66
H -7.04 3.38 -4.21
H -6.85 1.68 -4.60
H -3.62 3.89 -4.73
H -3.97 4.20 -3.02
H -5.10 4.74 -4.26
H -7.22 0.00 -3.59
H -6.58 -1.57 -3.14
H -5.89 -0.78 -4.49
H -6.71 0.42 -1.01
H -5.04 0.03 -0.50
H -6.09 -1.24 -1.07
H -2.00 1.92 -4.50
H -1.76 0.22 -4.97
H -1.88 0.65 -3.26
H -3.91 1.71 -6.15
H -5.23 0.58 -5.81
H -3.67 -0.03 -6.25
*
```



# 4
Entry from the Open Molecules 2025 dataset: a 5-piece molecular cluster, C29H62Br2FOS overall in a non-equilibrium geometry (ωB97M-V/def2-TZVPD).

## Properties
- Kohn-Sham gap: 7.55 eV
- DFT total energy: -6863.14829 a.u.
- F_max: 2.02 eV/Å
- M: 637.69 g/mol

Structure (ORCA input):
```
! wB97M-V def2-TZVPD RIJCOSX def2/J DEFGRID3
* xyz 1 1
C -8.98 0.16 1.48
C -7.47 0.20 1.79
Br -6.39 1.68 1.13
C -6.89 -0.76 2.51
Br -7.93 -2.25 3.18
S -5.11 -0.64 2.89
C -4.76 -1.57 4.45
C -4.06 -0.61 5.44
O -2.94 -0.35 5.27
F -4.69 -0.10 6.51
H -9.53 0.30 2.43
H -9.25 1.02 0.83
H -9.30 -0.80 1.04
H -4.87 0.69 3.13
H -5.73 -1.96 4.83
H -4.12 -2.43 4.18
C -13.63 1.01 -4.47
C -12.56 0.47 -3.53
C -12.53 1.18 -2.18
C -12.21 2.68 -2.24
C -10.88 3.02 -2.90
C -9.68 2.45 -2.16
H -13.47 2.06 -4.71
H -13.63 0.45 -5.41
H -14.63 0.91 -4.02
H -11.58 0.53 -4.01
H -12.75 -0.59 -3.36
H -11.81 0.68 -1.53
H -13.51 1.06 -1.69
H -12.22 3.08 -1.22
H -13.01 3.20 -2.77
H -10.78 4.11 -2.93
H -10.86 2.68 -3.94
H -9.64 2.82 -1.13
H -8.75 2.74 -2.66
H -9.70 1.35 -2.13
C -3.62 0.75 -0.98
C -2.80 0.82 0.31
C -2.11 2.17 0.51
C -1.08 2.53 -0.56
C 0.05 1.52 -0.74
C 0.91 1.35 0.51
H -2.99 0.88 -1.86
H -4.11 -0.22 -1.07
H -4.39 1.52 -0.99
H -2.07 0.00 0.32
H -3.47 0.64 1.15
H -1.63 2.17 1.49
H -2.87 2.95 0.54
H -0.65 3.50 -0.31
H -1.59 2.66 -1.52
H 0.69 1.85 -1.56
H -0.35 0.54 -1.04
H 1.36 2.30 0.80
H 1.71 0.64 0.33
H 0.32 0.98 1.36
C 8.57 0.57 1.12
C 7.17 1.16 1.19
C 6.08 0.09 1.32
C 5.98 -0.88 0.15
C 5.75 -0.23 -1.22
C 4.43 0.53 -1.29
H 8.70 -0.08 0.25
H 9.32 1.36 1.05
H 8.79 -0.02 2.02
H 6.99 1.78 0.31
H 7.11 1.82 2.06
H 5.12 0.59 1.46
H 6.26 -0.49 2.24
H 5.17 -1.59 0.35
H 6.90 -1.48 0.09
H 5.75 -1.01 -1.98
H 6.57 0.45 -1.47
H 3.58 -0.14 -1.10
H 4.29 0.96 -2.29
H 4.39 1.35 -0.58
C 12.12 -1.09 1.70
C 11.74 -1.58 0.31
C 10.93 -2.88 0.34
C 11.67 -4.09 0.94
C 12.98 -4.44 0.25
C 12.81 -4.85 -1.21
H 12.76 -1.80 2.23
H 12.67 -0.15 1.63
H 11.23 -0.91 2.31
H 12.64 -1.70 -0.30
H 11.14 -0.81 -0.18
H 10.61 -3.12 -0.68
H 10.01 -2.72 0.91
H 11.00 -4.95 0.90
H 11.86 -3.90 2.00
H 13.44 -5.28 0.79
H 13.69 -3.61 0.32
H 12.15 -5.71 -1.30
H 13.77 -5.12 -1.64
H 12.39 -4.04 -1.80
*
```



- Number 3 is which compound?
  C29H61BN8O8P2



- Which value of M does entry 2 give?
  802.65 g/mol